C5H16NSi | ωB97M-V/def2-TZVPD

The geometry in XYZ format:
```
23
Properties=species:S:1:pos:R:3:forces:R:3:lowdin_charge:R:1
H -2.910717 1.588022 0.647564 -0.4 1.0 1.5 0.00
H 2.716671 0.655488 -0.282604 -1.1 0.5 0.4 0.13
Si -1.030038 -0.251292 0.548398 -0.8 2.1 1.7 0.64
H 2.049543 -1.504404 -1.111284 0.8 0.2 1.5 0.12
H -0.293174 2.358266 -1.024616 -1.5 0.0 0.8 0.17
N 0.413335 2.045495 -0.367648 0.3 2.0 -1.5 0.17
H -0.329494 -2.277467 -0.663233 -0.9 0.1 -0.2 0.03
H -0.948928 0.307391 2.036165 0.5 -1.3 -1.0 0.03
H 1.151513 2.558969 -0.841903 1.4 -0.5 0.2 0.18
H 3.205006 -1.430125 0.385164 0.3 -0.4 -0.2 0.09
C 0.506073 0.635349 -0.289620 0.3 -6.1 -3.6 -0.46
H -2.166203 -2.467734 -0.254104 1.1 1.0 -0.2 0.07
H 1.913353 0.468854 1.311798 0.1 -0.5 -0.8 0.13
C 2.210195 -1.274851 0.003256 -0.2 1.2 -2.5 -0.10
C -1.160873 -2.046253 0.034953 0.4 -1.1 0.6 -0.19
H 1.519708 -1.843756 0.483335 -1.6 -2.3 1.6 0.01
H -2.272648 1.224188 -0.881031 -0.4 0.0 -0.6 0.01
H -3.379096 -0.016226 -0.117484 1.5 2.0 0.3 0.09
H -0.890764 -2.723601 0.868635 -0.1 0.5 0.1 0.04
C -2.534201 0.796460 0.084632 -0.6 -3.5 -2.3 -0.23
C 1.832579 0.165601 0.226763 2.4 1.9 1.1 -0.32
H 0.563341 0.001655 -1.446427 -0.7 2.7 2.7 0.21
H 0.385050 2.416231 0.570620 -0.7 0.6 0.4 0.18
```
Forces are in eV/Å.

Results
Total charge = +1
Orbital gap = 0.3878 Ha
Spin multiplicity = 1

***

C5H16NSi | ωB97M-V/def2-TZVPD

The geometry in XYZ format:
```
23
Properties=species:S:1:pos:R:3:forces:R:3:lowdin_charge:R:1
H -2.029141 2.236757 -0.256310 -0.2 0.1 0.0 -0.05
C -0.407514 0.042862 -0.497529 2.2 0.1 0.8 -0.29
H -1.014848 -1.290760 1.071109 0.1 0.0 0.0 0.10
H 1.025328 -1.080247 1.717778 0.0 0.1 -0.1 0.10
H 1.847476 0.640763 -2.025265 -0.1 -0.1 0.1 0.11
H -3.270946 -1.711186 0.125466 -0.1 0.0 0.0 0.09
H -0.417768 0.095929 -1.582479 0.1 0.1 -0.1 0.10
C 2.208441 0.526626 -1.004173 0.6 0.4 -0.5 -0.04
H 0.338385 2.623009 0.066196 0.1 0.1 0.0 -0.06
Si -0.801105 1.745916 0.354314 0.4 -0.6 -0.4 0.74
N 1.328563 -0.345778 -0.233961 -2.9 0.0 -0.8 -0.18
H -3.004630 -0.010701 0.489036 -0.1 0.1 0.0 0.06
C 1.698431 -0.418858 1.174382 0.2 -0.2 0.8 -0.04
H -2.940015 -0.580019 -1.183393 -0.1 0.0 -0.1 0.09
H 1.665330 0.573992 1.621191 0.0 0.0 -0.1 0.10
H 2.264924 1.507327 -0.535110 -0.1 -0.1 0.0 0.08
H 3.213496 0.100516 -1.036542 -0.1 0.0 0.1 0.11
H -0.897777 1.446110 1.783782 -0.1 0.1 0.2 -0.04
C -2.698597 -0.831650 -0.155080 0.1 -0.1 0.0 -0.10
C -1.203652 -1.125868 0.008494 -0.2 -0.1 0.1 -0.30
H 2.711911 -0.815034 1.266796 0.0 0.1 -0.1 0.11
H -0.965971 -2.043282 -0.534705 0.1 0.0 0.0 0.12
H 1.349676 -1.286416 -0.633993 0.1 0.1 0.1 0.17
```
Forces are in eV/Å.

Results
Total charge = +1
Orbital gap = 0.4598 Ha
Spin multiplicity = 1

***

C5H16NSi | ωB97M-V/def2-TZVPD

The geometry in XYZ format:
```
23
Properties=species:S:1:pos:R:3:forces:R:3:lowdin_charge:R:1
H 1.034027 0.439928 -1.629776 2.1 -1.1 -1.8 0.14
H -2.944247 -0.340849 0.313147 -0.3 0.7 0.4 -0.22
N 0.594346 0.638954 -0.791551 -1.8 -0.9 0.8 -0.18
C 0.578938 -2.614309 1.074557 2.5 4.3 -0.2 -0.08
H -3.337341 0.859377 2.154728 0.1 -0.3 0.9 -0.26
H -1.000745 -0.873473 -1.158035 0.2 0.5 -1.2 0.12
H -0.998784 1.720071 -1.933960 0.4 -0.9 0.1 0.12
H 0.496085 2.577732 -1.648406 0.7 0.1 -0.3 0.11
H 1.105966 -1.801885 1.810174 -1.8 -2.3 -1.0 0.13
H -0.560135 2.283528 -0.338699 -0.3 0.2 0.1 0.08
H 1.211635 -3.458495 1.018889 0.4 -1.1 0.4 0.06
C -0.160336 1.833473 -1.241110 -1.2 1.2 1.4 0.00
H -0.440932 -2.839751 1.250547 -0.8 -0.2 0.6 0.06
H 2.246691 1.631345 -0.087924 0.2 1.4 0.1 0.09
H -0.797352 -0.440980 0.368255 -0.3 0.5 1.9 0.05
C 1.544244 0.946722 0.323440 -0.2 -0.1 1.5 0.02
H 2.268377 0.134859 0.599677 -1.5 0.1 -0.3 0.11
H 0.928947 1.317195 1.251935 1.4 -0.6 -2.0 0.16
C 0.762308 -1.889149 -0.307349 -1.0 -0.2 -0.1 -0.21
H 0.487568 -2.629229 -1.092443 0.3 0.7 0.2 0.11
H 1.847586 -1.648973 -0.411005 -0.9 0.0 -0.2 0.10
Si -3.470413 1.093994 0.723596 0.0 -0.3 -1.3 0.62
C -0.209066 -0.614644 -0.477443 1.8 -1.7 -0.2 -0.12
```
Forces are in eV/Å.

Results
Total charge = +1
Orbital gap = 0.2808 Ha
Spin multiplicity = 1

***

C5H16O2 | ωB97M-V/def2-TZVPD

The geometry in XYZ format:
```
23
Properties=species:S:1:pos:R:3:forces:R:3:lowdin_charge:R:1
C 0.885252 -0.710703 -0.671937 -0.8 -0.5 0.3 -0.42
C -0.112925 -1.868197 -0.433713 0.7 0.0 -0.4 -0.07
O -3.102176 0.491666 -0.330875 -0.1 -0.1 -0.3 -0.05
H 0.411973 -2.819626 -0.324059 -0.1 0.0 0.2 0.07
H 0.933662 0.969172 -2.024903 -0.2 0.0 -0.1 0.08
H -0.708646 -1.679186 0.450363 -0.2 0.0 0.2 0.07
H -0.778443 -1.967789 -1.290495 -0.1 -0.1 0.0 0.06
H -0.239141 1.130810 -0.768967 -0.4 0.0 0.0 0.07
H 0.570405 -0.086266 1.347912 -0.4 0.2 0.2 0.08
C 1.400702 -0.186142 0.665113 0.4 -0.2 -0.1 -0.26
O -1.733500 0.553615 2.086369 0.2 -0.3 -0.1 -0.06
C 2.164632 1.112264 0.552119 0.4 -0.1 0.2 -0.12
H 2.097538 -0.879129 1.144204 -0.2 -0.5 -0.2 0.11
H -2.244607 0.541420 -0.774230 0.0 0.0 0.2 0.01
H -0.559839 0.036718 -2.170713 0.0 0.0 0.0 0.07
H -1.704840 1.199618 2.791644 -0.2 0.1 0.1 0.03
H 2.842910 1.088271 -0.301312 0.0 0.1 -0.1 0.08
H -3.695200 0.133104 -1.000517 0.0 0.0 0.1 0.05
H 1.504502 1.967256 0.485709 0.0 0.3 -0.1 0.07
C 0.180796 0.406992 -1.463801 1.1 0.2 0.1 -0.08
H 1.751204 -1.089648 -1.219693 -0.1 0.0 -0.3 0.13
H -2.654508 0.452244 1.813732 0.2 0.2 -0.1 0.02
H 2.790238 1.203529 1.438053 0.0 0.4 0.1 0.07
```
Forces are in eV/Å.

Results
Orbital gap = 0.4271 Ha
Spin multiplicity = 1

***

C5H16O2S | ωB97M-V/def2-TZVPD

The geometry in XYZ format:
```
24
Properties=species:S:1:pos:R:3:forces:R:3:lowdin_charge:R:1
H 0.025022 0.655886 0.105863 -0.4 -0.1 0.7 0.06
H 1.631094 2.317588 -1.707392 -0.2 0.2 -0.8 0.08
H 0.865745 -0.395158 -2.943196 -0.6 0.4 0.1 0.09
S -0.812875 -1.644916 -0.550131 0.0 2.8 -0.2 0.76
H 0.510632 -3.198856 0.767597 -0.2 0.5 -1.4 0.07
H 1.321331 2.192412 -3.518660 -0.5 0.0 0.8 0.08
O -2.860512 2.351784 2.786808 -0.4 -1.6 0.2 -0.05
C 0.472595 -0.326199 0.037333 0.1 -1.3 -3.4 -0.38
H -3.122091 3.213114 2.511229 -0.3 1.0 -0.3 0.03
H -0.398979 -3.834431 -0.533040 -1.7 -2.3 -0.6 -0.03
H -1.903362 -0.224405 4.584474 1.7 -1.3 0.3 0.02
C 1.696166 -0.230084 -0.978927 0.6 -0.8 1.9 -0.28
H 2.542143 0.261817 -0.369396 -1.2 -0.1 -1.1 0.13
O -2.758848 0.132065 4.642985 -1.6 -2.1 2.1 0.01
C 1.446671 0.338808 -2.376927 1.5 0.1 -1.0 -0.29
H -3.657886 1.787711 2.701833 0.6 0.6 -0.1 0.07
C 0.184385 -3.023949 -0.318857 4.4 -0.5 0.8 -0.54
H 0.776169 -0.889940 0.880598 0.5 0.6 1.4 0.03
H 1.128755 -3.178680 -1.033444 -1.9 0.7 1.5 0.09
H 0.027281 1.981867 -2.235848 -1.5 0.4 -0.1 0.04
C 1.030840 1.830369 -2.511560 1.9 -1.1 0.9 -0.10
H 2.097431 -1.277869 -1.060583 -0.4 0.9 -0.2 0.08
H 2.410482 0.329679 -2.962957 -0.5 -0.3 0.9 0.11
H -2.652189 0.831376 4.082190 0.0 3.4 -2.2 -0.07
```
Forces are in eV/Å.

Results
Orbital gap = 0.3304 Ha
Spin multiplicity = 1

***

C5H17AlBBeBr2CsF4KN2NaNbO10PS3 | ωB97M-V/def2-TZVPD

The geometry in XYZ format:
```
51
Properties=species:S:1:pos:R:3:forces:R:3:lowdin_charge:R:1
H 2.871065 2.100263 -0.598752 0.3 -0.1 -0.3 -0.08
F -1.340559 -3.602994 -1.779603 -0.1 0.0 0.1 0.11
O -3.255674 2.601877 -2.073028 0.3 -0.2 -0.2 -0.01
H -0.618006 1.430319 0.408508 0.0 -0.2 0.2 0.06
O -4.169400 0.998188 -0.978752 0.0 -0.1 -0.1 0.01
B -2.316039 -4.164436 -0.931082 -0.2 0.0 -0.4 -1.20
H -2.272420 1.071531 -0.026709 0.1 -0.1 0.0 0.03
Br 0.474628 2.868961 3.223286 -0.1 0.0 0.1 0.67
F -3.258354 -4.883804 -1.646247 0.1 0.0 -0.1 0.15
C 1.095499 2.112482 4.913665 -0.1 0.0 -0.1 -0.65
N -4.287971 2.092969 -1.577391 0.0 -0.2 -0.2 -0.61
K -1.977203 -0.059918 -3.599204 -0.7 0.3 -0.9 0.94
Cs 3.075997 -0.592611 -2.414224 2.2 0.6 -4.0 1.11
H 2.177815 2.000170 4.835662 0.1 -0.1 0.1 0.02
Na -1.345350 -3.183236 1.219823 -0.2 0.3 0.7 0.50
H 4.669449 0.801746 -0.653391 0.1 0.4 0.0 -0.13
O 2.104555 -4.263578 0.439441 -0.3 -0.3 -0.2 0.15
S -1.796398 -0.088146 1.915954 -0.3 -0.1 0.2 0.76
F -2.938638 -3.088303 -0.229602 0.1 -0.2 -0.1 0.08
O 0.961727 0.817758 -8.705336 0.3 0.3 -0.1 -0.01
F -1.669060 -4.980922 0.040858 0.0 0.2 -0.2 0.09
O -0.713606 2.062743 -7.424255 0.1 0.2 -0.1 -0.07
Al 2.958879 4.110871 3.762874 0.7 0.0 -1.0 0.58
C -0.878216 -0.424398 -0.733455 0.2 0.5 0.2 -0.37
H 0.681148 1.108844 4.990515 -0.1 0.1 -0.1 0.09
C -1.339890 0.613463 0.308037 0.0 -0.1 -0.1 -0.53
C 0.611537 -0.314988 -1.119979 -0.1 0.3 0.0 -0.54
H 3.247424 -1.505784 1.826504 0.7 0.2 -0.7 -0.07
H -0.402558 3.234021 6.012570 0.0 -0.1 0.0 0.07
O -5.370678 2.623378 -1.700759 0.0 0.1 0.1 0.13
Br 1.589626 4.687860 6.240197 -0.3 -0.3 -0.1 0.49
Nb 2.014056 -0.974562 0.620080 -4.8 -2.1 3.2 1.23
H 3.062693 -1.885516 -0.557737 0.4 -0.5 1.1 -0.26
Be 1.304015 4.465918 8.975246 -0.1 0.0 0.5 0.43
H 0.791408 -0.832235 -2.064340 -0.9 -0.2 0.2 -0.10
H 0.780221 0.758473 -1.320496 0.1 -0.1 -0.1 0.02
N 1.251934 -3.696718 -0.034170 0.5 -1.1 -0.3 0.03
O -3.246250 -6.655863 -3.763562 0.0 0.0 -0.1 0.19
S 0.608859 1.444316 -7.428705 -0.6 -0.7 0.5 0.31
H -1.434020 -0.234398 -1.649804 0.0 0.0 1.1 -0.03
C 0.643014 2.950777 6.075785 -0.1 0.1 0.2 -0.60
P 3.555740 1.113987 0.156117 -0.1 0.3 1.0 -0.02
H 1.110044 -0.014332 1.898827 0.7 0.6 0.2 -0.11
O 0.734434 0.496589 -6.343884 0.1 0.1 0.1 -0.21
H -0.604182 -0.104718 2.535122 0.0 0.0 -0.2 -0.22
H -1.188502 -1.412478 -0.417961 0.1 -0.1 -0.2 0.05
S 4.143264 1.878940 1.891404 0.0 0.3 0.4 -0.06
H -3.279961 -5.988649 -3.032660 0.0 0.1 0.2 0.02
O 0.814719 -2.509331 0.893908 1.5 1.8 -0.2 -0.53
O 1.538180 2.585177 -7.393551 0.1 0.0 -0.3 0.02
H 0.831014 2.430289 7.014233 0.1 0.1 0.0 0.04
```
Forces are in eV/Å.

Results
Total charge = +2
Orbital gap = 0.0343 Ha
Spin multiplicity = 1